1.
# C6H10N3

An isolated ion of composition C6H10N3 and charge +1 (ωB97M-V/def2-TZVPD, OMol25).

Properties
Electronic energy: -398.56295 Ha
Net charge: +1
Spin multiplicity: 1
Gap between HOMO and LUMO: 9.992 eV
Strongest force on any atom: 0.095 Eh/bohr
E_LUMO: -3.879 eV
ΔE to the lowest compared entry with this formula, charge and spin: 271.4 kJ/mol

Positions of all 19 atoms, in Å:
H -2.62328 2.73754 -0.16662
C -2.97645 1.71052 0.01570
H -0.31721 -1.26924 0.62685
H 2.40874 0.26495 -1.32243
H 2.24562 -2.17696 -0.53998
H 1.80895 1.60534 -0.56810
H 1.23281 -2.25846 0.97418
N 1.24955 -0.42172 -0.02568
H 2.93537 -1.41134 0.82320
C 2.17330 0.62119 -0.42268
C 0.02190 -0.33189 0.19886
C -2.75637 -0.68918 0.16837
N -0.74415 0.61710 -0.27572
H -3.96520 1.59604 0.16073
C 1.86549 -1.65264 0.31711
N -3.18707 -1.75145 0.22957
C -2.13251 0.66003 0.01171
H -0.23735 1.50113 -0.49919
H 2.99787 0.64903 0.29412

---

2.
# C3H9N2O

An isolated ion of composition C3H9N2O and charge +1 (ωB97M-V/def2-TZVPD, OMol25).

Properties
Electronic energy: -304.08031 Ha
Net charge: +1
Spin multiplicity: 1
Gap between HOMO and LUMO: 10.589 eV
Strongest force on any atom: 0.130 Eh/bohr
E_LUMO: -4.021 eV
ΔE to the lowest compared entry with this formula, charge and spin: 446.5 kJ/mol

Positions of all 15 atoms, in Å:
H 1.79482 -0.73284 1.21532
N -0.95121 0.16861 0.00162
C -0.13958 -0.78485 0.07838
H -2.90878 0.95594 -0.44657
N 1.84734 0.81720 -0.10264
H 0.27901 1.48806 0.10498
H 2.55236 0.82352 -0.84543
H -2.64541 -0.76888 -0.55084
H 1.82345 -1.29862 -0.55521
H 2.08728 1.52709 0.62343
H -2.90580 -0.05262 0.94329
C 1.57907 -0.47433 0.15577
C -2.36399 0.02765 -0.00482
H -0.41298 -1.78764 0.18243
O -0.66093 1.44658 -0.01223

---

3.
# C6H16N

A 2-piece molecular cluster, C6H16N overall (ωB97M-V/def2-TZVPD, OMol25).

Properties
Electronic energy: -292.57458 Ha
Net charge: +1
Spin multiplicity: 1
Gap between HOMO and LUMO: 6.893 eV
Strongest force on any atom: 0.074 Eh/bohr
E_LUMO: -7.065 eV
ΔE to the lowest compared entry with this formula, charge and spin: 392.9 kJ/mol

Positions of all 23 atoms, in Å:
H -1.05160 0.18450 -1.70193
H -0.97273 1.02532 2.61702
C 0.98414 -0.28043 1.16363
H -0.19014 0.38836 -0.33949
H 2.09904 1.03206 2.37227
H 3.05383 -0.26437 0.80531
C 2.18402 0.24693 -1.04895
H 2.16252 -1.61538 0.05510
H 2.14570 1.30554 -0.80229
C 0.98184 -0.08613 -1.92924
H -10.88676 -3.13031 -4.14726
H 1.15303 0.30011 -2.93185
H 0.32178 -1.15075 1.24484
H 0.14170 2.04716 3.59791
H 3.13323 0.07380 -1.55485
C 0.00274 1.51503 2.66276
C 1.13765 0.51374 2.40058
C 2.12529 -0.55128 0.29650
H -0.01606 2.28240 1.88943
H 0.86365 -1.17637 -1.93640
H 1.16994 -0.17751 3.25871
H -10.35184 -3.07714 -4.62107
N -0.19098 0.59473 -1.35074